(1)
The following is a quantum chemistry calculation of a structure of composition C16H50AlN14O10S in a non-equilibrium geometry, from the OMol25 dataset.

Structure (XYZ):
```
92
Properties=species:S:1:pos:R:3:forces:R:3:mulliken_charge:R:1
C -0.40434 -2.26669 -1.28268 1.31 -0.88 1.14 0.487
O -0.26443 -2.10875 -2.73842 -0.78 1.87 0.72 -0.403
C -0.32741 -0.70142 -3.16079 0.76 0.69 -0.90 -0.268
C 0.38434 0.36678 -2.14164 0.09 1.01 -0.30 -0.412
C -0.68272 1.17408 -1.15952 0.28 0.18 -0.01 0.180
C -1.16214 2.62483 -1.78881 0.12 0.61 1.43 -0.641
C -2.69939 3.04494 -1.28632 0.86 0.54 -1.06 -0.683
C -3.86153 2.03524 -1.85956 -0.74 0.51 0.81 -0.053
C -5.03359 1.90662 -0.71222 -0.05 1.06 -0.39 -0.601
Al -5.95545 0.06735 -0.64841 -0.16 1.04 0.00 0.076
S -4.51552 -1.69203 -1.10915 1.02 0.03 0.43 -0.407
C -7.50077 0.15116 -2.05585 1.06 0.72 0.44 -0.545
O -8.34450 -1.03127 -1.82240 1.23 3.74 3.37 -0.097
O -8.54362 -1.69717 -2.92775 -1.12 -2.30 -6.06 -0.412
H -0.68489 -3.39998 -1.04570 0.32 2.55 -0.72 -0.121
H 0.68847 -2.11469 -0.82698 -2.79 -0.20 -0.74 0.109
H -1.17783 -1.54745 -0.77715 1.38 -1.44 -1.18 -0.141
H 0.27967 -0.63616 -4.18663 -1.25 -0.40 2.15 0.235
H -1.42785 -0.33925 -3.44542 2.09 -0.89 0.99 0.152
H 0.86453 1.21376 -2.83264 -1.00 -1.75 1.35 0.304
H 1.31081 -0.08193 -1.53915 -2.29 0.69 -1.29 0.102
H -0.12193 1.35921 -0.13814 -1.28 -0.26 -1.96 0.225
H -1.65969 0.57321 -0.92662 1.99 0.86 -0.54 -0.191
H -1.04609 2.70487 -2.95264 -0.37 -0.40 2.17 0.288
H -0.44136 3.43982 -1.30546 -1.34 -1.56 -1.23 0.225
H -2.87736 4.14488 -1.70968 0.23 -2.26 0.86 0.313
H -2.72851 3.17440 -0.10043 0.07 -0.68 -2.61 0.252
H -3.47684 0.96304 -2.14229 -0.38 2.11 0.63 -0.100
H -4.39186 2.46902 -2.83396 1.39 -0.79 1.97 0.322
H -5.85789 2.72865 -0.95886 1.60 -1.51 0.64 0.245
H -4.64686 2.14572 0.37622 -0.46 -0.32 -2.16 0.207
H -6.59772 -0.12328 0.80502 -0.11 -0.12 0.14 -0.318
H -3.37354 -1.46267 -0.31770 -1.43 -0.06 -0.69 0.029
H -8.10669 1.12446 -1.81784 0.82 -1.71 -0.93 0.147
H -6.95494 0.15610 -3.09751 -1.53 -0.16 1.65 0.328
H -8.67826 -1.05950 -3.71115 0.10 -0.79 1.80 0.331
C -1.97127 -5.72958 0.97951 -0.07 1.31 -0.06 0.661
O -1.95474 -4.52113 1.15274 0.03 -0.29 0.07 -0.596
N -1.57228 -6.60466 1.92011 0.60 -0.82 1.50 -0.424
N -2.38986 -6.29439 -0.16741 -0.52 -0.27 -1.41 -0.383
H -1.57864 -7.60307 1.79614 -0.01 0.22 0.01 0.139
H -1.24951 -6.22110 2.79877 -0.13 -0.16 -0.37 0.227
H -2.69891 -5.67088 -0.90176 0.08 -0.18 0.24 0.248
H -2.41083 -7.28712 -0.32872 0.00 0.22 0.04 0.151
C 3.33875 -2.39062 0.87524 -0.51 0.67 0.42 0.492
O 2.43463 -1.99160 0.15830 0.09 0.07 -0.28 -0.737
N 4.17842 -3.37502 0.50700 0.84 -1.31 -1.02 -0.362
N 3.57632 -1.88176 2.09764 -0.28 0.55 0.62 -0.179
H 4.92875 -3.71709 1.08338 -0.19 0.12 -0.01 0.161
H 4.03437 -3.78571 -0.40619 0.04 0.17 0.38 0.215
H 2.96693 -1.13849 2.41342 0.36 -0.14 -0.06 0.156
H 4.31578 -2.19710 2.70241 -0.03 0.03 0.11 0.179
C 5.72166 -2.49413 5.44566 -0.54 -0.16 -0.37 0.719
O 5.48549 -2.82969 4.29576 0.16 -0.07 -0.23 -0.725
N 6.93836 -2.08568 5.84879 1.56 0.46 -0.07 -0.424
N 4.78648 -2.50279 6.41262 -1.08 -0.27 0.54 -0.416
H 7.15220 -1.80541 6.79109 -0.07 -0.05 -0.19 0.155
H 7.67133 -2.06435 5.15191 -0.25 -0.06 0.31 0.231
H 3.85662 -2.80375 6.15124 0.31 0.18 0.10 0.222
H 4.96182 -2.23003 7.36490 -0.04 -0.02 -0.22 0.154
C 5.11367 1.33116 3.04496 -0.83 0.23 -0.29 0.673
O 4.15039 0.81916 3.59322 -0.15 -0.23 0.33 -0.686
N 6.37857 0.93914 3.28168 1.48 -0.86 0.73 -0.346
N 4.99659 2.33321 2.15510 -0.45 0.31 -0.30 -0.227
H 7.18458 1.34842 2.84003 -0.22 -0.07 0.05 0.138
H 6.51119 0.18727 3.94534 -0.06 0.25 -0.29 0.208
H 4.06118 2.65842 1.94828 0.51 0.01 -0.05 0.148
H 5.77779 2.76738 1.69337 -0.34 0.05 0.04 0.129
C 4.44383 5.74428 0.43744 -0.12 -0.43 0.32 0.605
O 4.73196 4.61064 0.78743 0.10 0.00 -0.12 -0.624
N 3.49229 6.47397 1.04721 -0.86 0.30 0.87 -0.389
N 5.05194 6.36530 -0.58930 0.95 0.25 -1.23 -0.472
H 3.24098 7.40895 0.77359 0.02 -0.20 0.01 0.171
H 3.00976 6.04367 1.82526 0.13 0.18 -0.31 0.221
H 5.77465 5.85089 -1.07571 -0.13 0.29 0.35 0.280
H 4.82853 7.29822 -0.89217 0.03 -0.12 -0.01 0.148
C 4.02873 6.12061 -4.61113 -0.01 0.55 0.10 0.620
O 4.04526 7.32906 -4.43790 0.05 0.22 0.09 -0.669
N 4.42772 5.24553 -3.67053 0.63 -0.55 1.13 -0.287
N 3.61014 5.55580 -5.75805 -0.47 -0.13 -1.40 -0.394
H 4.42136 4.24712 -3.79450 -0.06 0.17 0.05 0.173
H 4.75049 5.62910 -2.79187 -0.36 -0.24 -0.35 0.182
H 3.30109 6.17931 -6.49240 0.09 -0.28 0.30 0.229
H 3.58917 4.56307 -5.91936 -0.03 0.19 0.06 0.170
C -8.08633 -4.60816 1.31918 -0.44 0.38 -0.26 0.619
O -9.04961 -5.12016 1.86743 -0.41 -0.38 0.36 -0.704
N -6.82143 -5.00018 1.55589 1.27 -0.92 0.60 -0.323
N -8.20341 -3.60611 0.42932 -0.59 0.53 -0.57 -0.226
H -6.01542 -4.59090 1.11424 -0.10 0.08 0.04 0.187
H -6.68881 -5.75205 2.21956 -0.05 0.37 -0.29 0.177
H -9.13882 -3.28090 0.22249 0.46 -0.02 0.03 0.130
H -7.42221 -3.17193 -0.03242 -0.04 0.14 0.02 0.111
```
Positions in Å, forces in eV/Å.

Output
DFT total energy in eV: -76173.4392
Orbital gap in Eh: 0.2194
Molecular weight in u: 657.7
F_max in eV/A: 6.6
Net charge: -1


(2)
The following is a quantum chemistry calculation of a structure of composition C8H15F3GdP2 in a non-equilibrium geometry, from the OMol25 dataset.

Structure (XYZ):
```
29
Properties=species:S:1:pos:R:3:forces:R:3:mulliken_charge:R:1
C -2.38138 1.08640 -1.48958 -0.28 -0.84 -0.52 -1.059
C -2.62065 -0.45931 -1.39513 -0.48 2.24 1.41 -0.343
P -1.20279 -1.49382 -0.52420 -0.43 -2.69 1.71 0.152
C 0.42343 -1.61115 -1.61226 1.58 1.24 1.19 -0.484
C 0.94298 -0.24112 -2.29833 0.01 -1.11 -0.08 -1.140
P -0.81638 -0.75357 1.52843 -0.27 1.57 0.32 -0.028
C 0.97591 -1.03421 1.93573 -0.27 0.11 -0.60 -0.991
C 1.87142 0.20108 1.81095 0.35 -0.10 0.52 -0.201
C 1.49952 1.21855 2.81639 0.68 0.89 -1.10 0.421
F 1.17977 0.87061 3.99622 -1.11 -0.34 0.93 -0.148
C 1.45665 2.63963 2.53379 -0.04 0.56 0.11 0.420
F 0.36302 3.27777 2.44700 0.45 -0.05 0.76 -0.050
F 2.49948 3.32159 2.30608 -0.53 -0.53 -0.57 -0.041
H -3.23568 1.59753 -1.08673 -0.44 0.28 0.05 0.348
H -1.51364 1.40559 -0.94435 0.38 0.05 0.32 0.244
H -2.27855 1.38328 -2.52299 0.07 0.44 -0.39 0.418
H -2.93559 -0.85735 -2.40838 -2.12 0.70 2.24 0.041
H -3.49811 -0.59825 -0.78571 -0.17 -0.56 0.57 0.574
H 1.18923 -1.95405 -0.94273 0.21 -0.23 0.51 0.515
H 0.29972 -2.46804 -2.35996 0.95 0.22 1.19 0.291
H 0.85090 -0.30477 -3.40060 0.50 0.42 0.25 0.395
H 0.44707 0.65735 -1.93041 -0.12 -0.11 -0.05 0.428
H 1.99030 -0.14037 -2.09308 0.61 -0.06 -0.05 0.381
H -1.43286 -1.79865 2.22900 0.11 -0.44 -0.30 0.195
H 1.00705 -1.35860 2.96164 -0.22 -0.41 0.45 0.548
H 1.38446 -1.82807 1.34030 0.40 -0.47 -0.09 0.445
H 1.88013 0.63126 0.82485 -0.01 0.27 -0.44 0.266
H 2.88864 -0.11234 2.03654 0.42 -0.19 -0.03 0.390
Gd -1.23406 -1.27698 -2.97248 -0.22 -0.86 -8.32 1.012
```
Positions in Å, forces in eV/Å.

Output
DFT total energy in eV: -56065.7219
Orbital gap (spin up / spin down) in Eh: 0.2181 / 0.2625
Molecular weight in u: 387.4
<S²>: 16.78
F_max in eV/A: 8.4
Net charge: +3
Multiplicity: 8


(3)
The following is a quantum chemistry calculation of the molecule C14H23NO2 in a non-equilibrium geometry, from the OMol25 dataset.

Structure (XYZ):
```
40
Properties=species:S:1:pos:R:3:forces:R:3:mulliken_charge:R:1
C -1.71839 -4.60066 0.06431 2.92 1.01 -0.50 -1.244
C -2.96111 -3.71012 0.20601 4.03 3.00 1.35 0.885
C -4.18202 -4.24222 0.45381 1.18 13.55 0.27 -1.023
C -5.22541 -3.19834 0.66852 2.73 2.63 -1.60 -0.389
C -5.07814 -1.69810 0.47770 6.70 -9.16 0.47 -1.110
C -3.66288 -1.25583 0.37434 -1.83 0.59 -0.47 -0.305
C -2.59321 -2.09788 0.29157 -0.95 -4.90 -2.82 0.482
O -1.31523 -1.86341 -0.29783 -1.85 -0.11 2.15 -0.265
C -0.97182 -0.47660 -0.37395 -1.93 -0.83 3.28 -0.819
C 0.41475 -0.37784 -0.58757 6.99 -3.34 -1.16 -0.114
C 1.08621 0.91582 -0.92114 -8.57 2.69 0.30 -0.688
C 0.94285 1.98060 0.16763 -6.47 1.64 2.29 -0.723
C 1.25682 3.49688 -0.11697 5.23 -4.49 3.01 -0.706
N 2.83483 3.19671 -0.42475 -1.45 5.12 -1.49 -0.395
C 3.79025 3.12172 0.75962 -3.87 -6.71 -5.47 -0.607
C 5.02105 3.05488 0.11903 8.67 -1.10 -1.92 -0.379
O 5.22653 1.96789 -0.80647 -3.34 -1.22 -2.44 -0.533
H -1.96006 -5.63225 0.34178 -0.02 0.04 -0.73 0.392
H -1.23039 -4.43929 -1.00892 -1.22 -0.82 2.07 0.212
H -0.71416 -4.39411 0.76119 -2.97 0.14 -1.45 0.226
H -4.32606 -5.14637 0.38298 -1.88 -9.19 -0.31 0.709
H -6.05056 -3.75169 0.91736 -3.01 -0.02 0.59 0.411
H -5.75026 -1.06077 0.76505 -4.06 3.39 1.19 0.469
H -3.56812 -0.17281 0.24564 0.32 -0.31 0.14 0.338
H -1.25763 0.06063 0.54881 0.10 -0.44 0.06 0.393
H -1.59864 -0.08518 -1.06302 -1.65 1.64 -2.88 0.676
H 1.00179 -0.77611 0.33726 -1.17 0.13 -1.40 0.139
H 0.73116 -1.12181 -1.51195 -0.84 1.49 2.31 0.127
H 0.38011 1.28300 -1.78231 1.72 -0.05 0.89 0.147
H 2.01159 1.08205 -1.12378 6.08 -0.74 -2.13 0.537
H -0.27829 2.05222 0.57051 2.56 -0.31 -1.50 0.135
H 1.22202 1.68459 1.16745 1.32 -0.24 0.12 0.499
H 1.37556 4.00460 1.00077 -1.57 -0.22 -3.51 0.273
H 0.90841 3.67829 -1.13248 -0.68 1.38 0.72 0.414
H 3.02490 4.16910 -1.05690 0.32 -3.29 2.41 0.229
H 3.65850 2.10464 1.25286 -0.27 1.12 -0.56 0.217
H 3.79535 3.77334 1.43215 -0.64 6.07 5.60 0.598
H 5.94153 2.71123 0.92773 -2.47 1.57 -1.89 0.235
H 5.43106 3.95216 -0.52819 -1.20 -0.90 1.90 0.231
H 4.38711 1.81104 -1.49785 3.04 1.19 3.12 0.329
```
Positions in Å, forces in eV/Å.

Output
DFT total energy in eV: -20465.2819
Orbital gap in Eh: 0.3210
Molecular weight in u: 237.3
F_max in eV/A: 13.6
SMILES: Cc1ccccc1OCCCCCNCCO
Relative energy (zero: lowest compared OMol25 entry of this formula, charge and spin) in eV: 10.750


Question: The lowest DFT total energy belongs to which entry?
Answer: C16H50AlN14O10S


Question: The highest DFT total energy belongs to which entry?
Answer: C14H23NO2


Question: What is the DFT total energy in the third record?
Answer: -20465.2819 eV